w:
Computed, not measured: 3 unconnected molecules or ions with the total composition C2H10NO2, with ωB97M-V with the def2-TZVPD basis set.

The charge is +1. For the HOMO energy, the calculation gives -0.543 Eh. Its orbital gap is 9.6090 eV. The spin multiplicity is 1.

Geometry (Å):
C 0.3234 1.8263 2.0923
C -0.6249 -0.4221 1.6425
N -0.0086 0.6330 1.2007
H 0.6116 2.7077 1.5066
H -0.5877 1.9246 2.6715
H 1.2507 1.5282 2.6901
H -0.6033 -0.5377 2.7107
H -1.2256 -0.9550 0.7600
H 0.2097 0.6985 0.2654
H -0.8425 -2.8004 -2.9393
H 0.6240 -2.5935 -3.6646
O 0.0626 -2.4543 -2.9524
H 0.8689 -0.3566 -2.2317
H -0.4431 0.5591 -2.0797
O 0.3844 0.2421 -1.6722

=====

x:
Computed, not measured: 3 unconnected molecules or ions with the total composition C2H10NO2, with ωB97M-V with the def2-TZVPD basis set.

The charge is +1. For the HOMO energy, the calculation gives -0.548 Eh. Its orbital gap is 11.8773 eV. The spin multiplicity is 1.

Geometry (Å):
C 1.1628 -0.1632 0.5025
C 1.8253 -1.1904 1.0112
N -0.2320 -0.2693 0.0349
H 1.5649 0.7990 0.2263
H 2.8956 -1.0730 1.0754
H 1.2854 -2.0689 1.3350
H -0.6549 -1.1888 0.1405
H -0.2669 -0.0841 -0.9780
H -0.7920 0.4436 0.5379
H -0.4952 2.3609 2.2912
H -1.7488 2.2975 1.4345
O -1.0263 1.7633 1.7140
H -1.5032 0.1528 -3.2984
H -0.8772 -1.2491 -3.3068
O -1.1375 -0.5304 -2.7199

=====

y:
Computed, not measured: 3 unconnected molecules or ions with the total composition C2H10NO2, with ωB97M-V with the def2-TZVPD basis set.

The charge is +1. For the HOMO energy, the calculation gives -0.549 Eh. Its orbital gap is 11.8352 eV. The spin multiplicity is 1.

Geometry (Å):
C -1.3896 -0.3191 0.6109
C -2.6541 -0.2082 0.2872
N -0.2861 -0.1336 -0.3901
H -0.9487 -0.5055 1.5757
H -3.3715 -0.4994 1.0474
H -3.1102 0.1840 -0.6124
H -0.5363 -0.4852 -1.3087
H 0.5418 -0.5755 0.0435
H -0.0402 0.8746 -0.4905
H 2.2887 2.2289 -0.5752
H 1.0284 2.8762 -1.2407
O 1.3311 2.1474 -0.6665
H 2.0327 -2.4691 0.9713
H 2.4763 -1.7472 -0.3278
O 1.9352 -1.6556 0.4659

=====

Most stable structure: x